1.
Density functional theory data (the ωB97M-V functional and the def2-TZVPD basis) for a single C4H5N3 molecule.

Summary:
Lowest unoccupied orbital energy (hartree): 0.0267
Structure (SMILES): N#C[C@H]1CN=CN1
Net charge: 0
Energy above the lowest of the compared OMol25 structures with the same formula, charge and spin (kJ/mol): 138.0
E_tot (Ha): -319.65965
HOMO level (eV): -9.4

```
12
C4H5N3 the ωB97M-V functional and the def2-TZVPD basis
N 2.67 -1.36 0.66
C 1.78 -0.77 0.22
C 0.63 -0.07 -0.35
C -0.66 -0.92 -0.37
N -1.73 0.08 -0.37
C -1.21 1.09 0.21
N 0.13 1.00 0.50
H 0.89 0.31 -1.35
H -0.73 -1.66 -1.16
H -0.70 -1.41 0.61
H -1.78 1.97 0.51
H 0.70 1.74 0.88
```


2.
Density functional theory data (the ωB97M-V functional and the def2-TZVPD basis) for C8H23Ba2F3O7 as an isolated structure.

Summary:
Lowest unoccupied orbital energy (hartree): -0.3221
Net charge: +2
Energy above the lowest of the compared OMol25 structures with the same formula, charge and spin (kJ/mol): 213.3
E_tot (Ha): -1195.30565
HOMO level (eV): -13.4

```
43
C8H23Ba2F3O7 the ωB97M-V functional and the def2-TZVPD basis
Ba -14.57 -15.08 11.60
Ba -10.69 -15.79 11.01
O -13.02 -16.07 9.74
H -13.05 -17.02 9.58
C -16.90 -17.31 12.90
O -16.31 -17.72 11.65
O -16.88 -15.97 12.91
C -18.21 -18.01 13.22
F -17.93 -19.27 13.66
F -18.86 -17.40 14.19
F -19.02 -18.16 12.16
C -15.82 -19.06 11.55
C -15.32 -19.20 10.13
H -14.89 -20.18 9.91
H -16.16 -19.12 9.45
H -14.63 -18.38 9.87
H -16.64 -19.74 11.73
H -15.02 -19.20 12.30
H -16.17 -17.62 13.69
C -13.22 -12.67 8.56
O -11.89 -12.44 9.02
H -13.26 -12.70 7.47
H -13.64 -13.62 8.94
H -13.96 -11.91 8.84
H -11.91 -12.51 9.97
C -9.67 -14.50 7.47
O -10.50 -15.35 8.29
H -8.62 -14.79 7.54
H -9.95 -14.58 6.42
H -9.70 -13.48 7.84
H -11.42 -15.10 8.12
C -13.13 -17.76 6.58
O -14.11 -16.90 7.15
H -12.31 -17.15 6.18
H -12.67 -18.43 7.32
H -13.55 -18.36 5.78
H -13.73 -16.59 7.98
C -11.74 -19.53 10.45
O -10.64 -18.74 10.97
H -12.29 -20.00 11.26
H -12.49 -18.90 9.97
H -11.45 -20.23 9.67
H -9.87 -19.31 10.88
```


| no. | HOMO-LUMO gap (eV) |
| --- | --- |
| 1 | 10.17 |
| 2 | 4.63 |